Below is the ion ClH2NO2P with charge -1, with properties calculated with wB97M-V/def2-TZVPD.

Element x y z (Å)
N -0.0319 0.6414 -0.9118
O -1.1899 -0.0031 1.6188
O 1.6927 -0.2676 0.9292
P 0.3352 -0.3748 0.3924
Cl -0.1691 -2.1415 -0.3663
H 0.3977 1.5187 -0.6891
H -1.0348 0.6268 -0.9731

## Properties
Total charge: -1
Structure (SMILES): N[P@](=O)([O-])Cl
Relative energy (zero: lowest compared OMol25 entry of this formula, charge and spin), kcal/mol: 68.34

***

Below is a structure of composition C3H4FNS2, with properties calculated with wB97M-V/def2-TZVPD.

Element x y z (Å)
C -0.2260 -0.0899 -1.2194
C 0.2069 -0.0349 1.1434
C 1.4102 0.2991 1.3606
H -2.8002 -1.0217 -0.3762
H -0.9230 0.2279 -1.9837
H -0.1955 -0.9098 1.7029
H 1.9141 -0.2453 2.3483
N -0.6096 0.3813 0.0708
F 2.1551 0.9741 0.5779
S -2.3802 0.4817 0.4726
S 1.0383 -1.1400 -1.4161

## Properties
Relative energy (zero: lowest compared OMol25 entry of this formula, charge and spin), kcal/mol: 75.76

***

Below is the ion C3H5OS with charge -1, with properties calculated with wB97M-V/def2-TZVPD.

Element x y z (Å)
C -1.0266 1.1562 1.2597
C 0.6929 0.7125 -0.4961
C -0.1982 0.0197 0.5303
O -0.6022 2.2869 1.1352
S -2.5616 0.6768 2.2057
H 0.1022 1.5062 -0.8810
H 1.6360 0.9963 -0.1561
H 0.7768 -0.0100 -1.4457
H 0.3934 -0.5449 1.2382
H -1.0513 -0.5942 -0.0623

## Properties
Total charge: -1
Structure (SMILES): CCC([O-])=S
Relative energy (zero: lowest compared OMol25 entry of this formula, charge and spin), kcal/mol: 4.89

***

Below is a cluster of 2 separate species, CH6N2O2S in total, with properties calculated with wB97M-V/def2-TZVPD.

Element x y z (Å)
C -2.0170 0.2415 0.4468
N 1.4270 -1.3710 -0.5680
N 1.9444 1.0000 0.5079
O 3.7834 -0.4010 -0.3596
O -2.0626 0.3560 -0.9579
S 2.3986 -0.2923 -0.1043
H -1.0668 -0.5134 0.5597
H -2.9514 -0.3917 0.8474
H -1.8175 1.2818 0.8953
H 2.0318 -2.0560 -1.0749
H -2.6249 1.1646 -1.0461
H 0.9551 0.9816 0.8537

## Properties
Structure (SMILES): N=S(=N)=O.CO
Relative energy (zero: lowest compared OMol25 entry of this formula, charge and spin), kcal/mol: 64.27

***

Below is a cluster of 2 separate species, C4H10O in total, with properties calculated with wB97M-V/def2-TZVPD.

Element x y z (Å)
C -0.8842 -1.2598 -0.0749
C -0.2993 0.1107 0.1094
C -0.7744 1.1980 -0.4904
C 0.8882 0.1607 1.0342
O 0.9461 1.4129 1.6797
H -1.4442 -1.3610 -1.0089
H -0.1208 -2.0483 -0.0449
H 0.4355 -0.7864 -2.5107
H -1.5686 -1.4336 0.7616
H -0.3494 2.1789 -0.3038
H 0.3622 -0.0836 -2.2773
H -1.6029 1.1267 -1.1926
H 1.7956 -0.0246 0.4299
H 0.8209 -0.6687 1.7585
H 1.7952 1.4780 2.1301

## Properties
Structure (SMILES): C=C(C)CO.[H][H]
Relative energy (zero: lowest compared OMol25 entry of this formula, charge and spin), kcal/mol: 46.07

***

Below is a structure of composition CHNO2S, with properties calculated with wB97M-V/def2-TZVPD.

Element x y z (Å)
C -2.9469 0.3153 -0.1094
N -1.8573 0.2737 -0.5396
O -4.0544 0.2133 0.3321
O 1.2242 1.9027 0.2969
S 0.2929 1.0675 -0.4937
H -0.0598 -0.0272 0.3572

## Properties
Relative energy (zero: lowest compared OMol25 entry of this formula, charge and spin), kcal/mol: 50.60

***

Below is the molecule C2H2N4S, with properties calculated with wB97M-V/def2-TZVPD.

Element x y z (Å)
C -0.4203 -1.2979 -0.2242
C 1.6101 0.0756 -0.1049
N -1.2458 -0.4640 0.1100
N 0.9347 1.0680 -0.3353
N -0.2356 1.5705 -0.1609
N -1.0800 0.7822 0.5458
S 2.8761 -0.8151 0.1500
H -0.5110 -2.1647 -0.8342
H -1.9281 1.2454 0.8538

## Properties
Relative energy (zero: lowest compared OMol25 entry of this formula, charge and spin), kcal/mol: 100.15

***

Below is a cluster of 3 separate species, C2H10O3 in total, with properties calculated with wB97M-V/def2-TZVPD.

Element x y z (Å)
C -1.0959 0.6322 -0.1809
O -0.8326 -0.2874 0.9113
C -0.1765 -0.0653 -1.2821
H -2.1403 0.6817 -0.2249
H -0.6991 1.6886 -0.0023
H -1.7084 -0.6444 1.2805
H 0.1465 1.0046 -1.5930
H 0.4009 -0.7942 -0.7876
H -0.6797 -0.5486 -2.1933
H 0.0323 -2.5637 0.7031
H 1.4485 -2.4742 1.1402
O 0.7717 -3.1159 0.6964
H 1.3241 2.6495 1.1352
H 1.6715 1.4164 0.2391
O 1.5370 2.4208 0.1583

## Properties
Structure (SMILES): CCO.O.O
Relative energy (zero: lowest compared OMol25 entry of this formula, charge and spin), kcal/mol: 44.86

***

Below is a cluster of 6 separate species, C3H15N2O8 in total, with properties calculated with wB97M-V/def2-TZVPD.

Element x y z (Å)
O 2.5680 -0.4971 -2.2916
C 2.1850 -0.0527 -1.3243
N 1.3645 1.1099 -1.3373
C 2.3191 -0.5801 0.0915
N 1.5458 -1.8456 -0.0003
C 0.1851 -1.5773 0.6375
O -0.4030 -2.5971 0.9016
O -0.1319 -0.3727 0.5704
H 0.7539 1.1518 -0.6310
H 1.0686 1.7291 -2.1053
H 2.0267 0.0671 0.8962
H 3.2860 -0.7367 0.5593
H 1.6249 -2.5030 -0.8401
H -1.7799 1.8243 2.4268
H -1.1608 0.6422 1.6130
O -1.6762 1.5352 1.4971
H 0.2296 -0.3884 3.1722
H 0.9771 0.3903 2.2381
O 0.5694 0.4914 3.0856
H -2.1966 2.1118 -0.2859
H -2.3498 2.2654 -1.6959
O -2.6841 2.7171 -0.8609
H -2.2211 -2.4392 2.1367
H -1.9000 -1.0387 1.5324
O -2.3906 -1.4749 2.3324
H -0.3051 0.5347 -3.5174
H -0.7607 -0.6575 -4.3586
O -0.7438 0.1907 -4.4420

## Properties
E_tot, eV: -22715.39743
Total charge: -1

***

Below is a cluster of 11 separate species, H22O11 in total, with properties calculated with wB97M-V/def2-TZVPD.

Element x y z (Å)
O 0.3066 -4.5374 -0.6480
H 0.3756 -5.2424 -1.2870
H 0.4976 -3.7074 -1.1790
O -0.1244 -0.0524 -0.2290
H 0.3696 -0.7804 -0.5900
H 0.4556 0.6926 -0.3360
O 1.1436 -2.0804 -1.5000
H 2.0736 -2.1054 -1.4450
H 0.7916 -1.6264 -2.2970
O -2.0004 -2.4654 -0.8130
H -2.3504 -1.5554 -1.0250
H -1.8684 -2.3974 0.1720
O 2.9916 -0.2704 1.3380
H 3.9066 -0.4814 1.1400
H 2.8976 0.6406 1.1260
O 0.1786 0.8196 2.9910
H -0.1364 1.1626 2.1610
H 0.2946 -0.1024 2.7720
O 0.0116 3.8816 -1.4270
H -0.1444 4.8016 -1.4990
H -0.4374 3.4576 -0.7280
O -2.4254 0.1566 -1.7140
H -1.5844 0.0876 -1.2210
H -2.9934 0.6326 -1.1000
O -1.1324 2.9096 0.9100
H -1.6664 2.3886 1.5050
H -0.3614 3.1396 1.3990
O 1.8366 1.7176 -0.2010
H 1.9216 2.6426 -0.1380
H 2.3766 1.4306 -0.9100
O -2.0624 -0.9484 1.5130
H -1.3084 -0.6424 1.0720
H -1.8324 -1.5654 2.1880

## Properties
Structure (SMILES): O.O.O.O.O.O.O.O.O.O.O
Relative energy (zero: lowest compared OMol25 entry of this formula, charge and spin), kcal/mol: 43.50

***

Below is a structure of composition C23H23AsHoP, with properties calculated with wB97M-V/def2-TZVPD.

Element x y z (Å)
C 0.6789 -1.5918 0.3754
C 0.8704 -1.6670 1.7826
C -0.3970 -1.8522 2.3915
C -1.3738 -2.0344 1.3900
C -0.7453 -1.7989 0.1297
Ho -0.6314 2.0230 -0.8595
P 1.4014 1.3278 -2.8219
H 1.4524 -1.3505 -0.3645
H 1.8085 -1.6313 2.3254
H -0.5890 -1.8591 3.4634
H -1.2430 -1.8410 -0.8415
H -2.4223 -2.2580 1.5620
H 0.9928 0.5344 -3.9320
H 2.7330 0.8451 -2.7419
H 1.7506 2.5026 -3.5978
C -3.0194 4.9024 5.2536
C -3.7443 3.7944 4.7959
C -3.1892 2.9515 3.8286
C -1.9205 3.2287 3.2936
C -1.1827 4.3228 3.7645
C -1.7370 5.1543 4.7500
As -1.2413 1.8972 2.0010
C -2.5755 2.3152 0.5550
C -2.9006 1.2683 -0.3746
C -3.2902 1.6779 -1.6829
C -3.7722 2.9833 -1.8720
C -3.6731 3.9351 -0.8751
C -3.0139 3.6309 0.3200
C 0.2910 2.9566 1.1302
C 0.2007 3.9530 0.0906
C 1.3996 4.4739 -0.4499
C 2.6091 4.1664 0.1650
C 2.6907 3.2042 1.1742
C 1.5540 2.5186 1.5975
H -3.4563 5.5607 6.0068
H -4.7396 3.5797 5.1920
H -3.7397 2.0749 3.4846
H -0.1832 4.5196 3.3760
H -1.1648 6.0034 5.1321
H -2.8620 0.2099 -0.0890
H -3.4260 0.9146 -2.4632
H -4.2531 3.2321 -2.8156
H -4.1440 4.9055 -0.9954
H -2.9095 4.3691 1.1142
H -0.7742 4.2057 -0.4106
H 1.3464 5.1918 -1.2765
H 3.5151 4.7173 -0.1062
H 3.6499 3.0174 1.6703
H 1.6043 1.7468 2.3769

## Properties
<S²>: 6.02
Relative energy (zero: lowest compared OMol25 entry of this formula, charge and spin), kcal/mol: 0.00
Spin multiplicity: 5

***

Below is the ion C6H18BN4O2S with charge +1, with properties calculated with wB97M-V/def2-TZVPD.

Element x y z (Å)
N -2.2322 -0.4984 0.2637
C -1.7051 0.2685 -0.8514
N -1.5784 -0.6505 -1.9551
N -2.5401 1.3733 -1.3211
C -0.3982 1.0099 -0.4573
N 0.7974 0.2772 0.1203
B 1.8410 1.4408 0.1912
O 2.0995 1.9496 1.4115
O 2.4532 1.7570 -0.9764
C 1.4088 -0.8038 -0.7534
C 1.1346 -2.1641 -0.0934
C 0.3944 -1.8723 1.2180
C 0.6576 -0.3982 1.4914
S -0.4867 0.4121 2.6294
H -2.9577 -1.1218 -0.0782
H -2.6700 0.1130 0.9437
H -1.4923 -1.6137 -1.6653
H -0.8864 -0.4110 -2.6469
H -3.4962 1.0467 -1.4160
H -2.5624 2.1330 -0.6476
H -0.6297 1.8046 0.2526
H -0.0294 1.4647 -1.3757
H 2.0727 2.9143 1.5011
H 2.2970 2.6193 -1.3820
H 2.4847 -0.6517 -0.7967
H 1.0738 -0.7107 -1.7787
H 0.6440 -2.8764 -0.7507
H 2.1046 -2.5833 0.1683
H -0.6660 -2.0896 1.1739
H 0.8098 -2.4577 2.0363
H 1.6317 -0.3152 1.9646
H 0.4262 0.6343 3.5797

## Properties
E_tot, eV: -28077.73606
Total charge: +1
Structure (SMILES): NC(N)(N)C[N@+]1(B(O)O)CCC[C@@H]1S

***

Below is a cluster of 3 separate species, C6H14O2 in total, with properties calculated with wB97M-V/def2-TZVPD.

Element x y z (Å)
C -0.8733 -1.4738 -0.6284
C 0.5860 -1.3826 -0.3559
C 1.2160 -2.1030 0.5769
C 1.2082 -0.1280 -1.1805
C 0.5188 1.2173 -0.9420
C 0.9364 2.1479 -0.0720
H -1.2221 -2.5023 -0.6558
H -1.0398 -1.1221 -1.7348
H -1.3190 -0.9657 0.2456
H 0.6699 -2.7522 1.1946
H 2.1261 -2.1890 1.0132
H 2.2352 -0.0005 -0.8298
H 1.1984 -0.3751 -2.2017
H -0.3863 1.4620 -1.5732
H 1.8260 1.8834 0.4750
H 0.5561 3.1519 -0.0602
H 0.6162 -0.6027 2.1337
H -0.1490 0.6973 2.0097
O -0.0216 -0.0745 2.6417
H -3.1472 1.0234 0.3002
H -3.0213 2.4060 -0.3673
O -2.5137 1.6821 0.0111

## Properties
Total charge: -1
<S²>: 0.75
Relative energy (zero: lowest compared OMol25 entry of this formula, charge and spin), kcal/mol: 40.88
Spin multiplicity: 2

***

Below is a structure of composition C7H13F6I2MgN6O4S2, with properties calculated with wB97M-V/def2-TZVPD.

Element x y z (Å)
Mg -0.1423 0.5992 -0.7440
C -0.8243 -2.4023 3.7261
N -0.8524 -1.0919 3.0840
C -1.2236 0.0751 3.8758
C -0.6238 -0.9281 1.7665
N -0.8390 0.1762 1.1190
N -0.1039 -2.0492 1.1312
C 0.0754 -2.3042 -0.2190
N 0.3975 -3.5900 -0.4857
N -0.0675 -1.4007 -1.1237
H -1.2756 -2.3142 4.7087
H 0.1965 -2.7690 3.8704
H -1.4073 -3.1308 3.1615
H -1.1748 -0.1870 4.9275
H -2.2401 0.4099 3.6535
H -0.5237 0.8934 3.7023
H -1.2578 0.8852 1.7053
H 0.2383 -2.7663 1.7464
H 0.4892 -4.2801 0.2378
H 0.7881 -3.8181 -1.3836
H 0.0488 -1.7763 -2.0580
F 5.1392 0.5794 -1.5245
C 4.1941 1.5034 -1.5712
F 4.2900 2.2884 -0.5173
F 4.3085 2.2073 -2.6855
S 2.5502 0.6052 -1.5788
O 2.1117 0.5270 -0.1873
O 2.7637 -0.6087 -2.2922
N 1.4620 1.4822 -2.3510
S 1.0269 2.9105 -1.8004
O -0.1246 2.6755 -0.9099
O 2.0563 3.7749 -1.3444
C 0.2863 3.6377 -3.3268
F -0.6592 2.8206 -3.7952
F 1.2210 3.8034 -4.2393
F -0.2526 4.7995 -3.0047
I -2.8021 0.7976 -2.2897
C -4.1736 -0.1566 -0.9724
I -3.7428 -2.1650 -0.4667
H -5.1291 -0.1430 -1.4809
H -4.2036 0.4297 -0.0637

## Properties
Total charge: +1
Relative energy (zero: lowest compared OMol25 entry of this formula, charge and spin), kcal/mol: 6.46

***

Below is a structure of composition C17H13Cl6CoO2Te, with properties calculated with wB97M-V/def2-TZVPD.

Element x y z (Å)
Co -0.9322 -2.3341 1.1054
Cl -3.7022 -1.2314 -0.2452
C -3.5449 -0.9326 1.4727
C -2.3945 -1.4090 2.0937
C -2.3149 -1.1217 3.4517
Cl -0.8806 -1.6744 4.2851
C -3.2815 -0.4199 4.1624
Cl -3.1028 -0.1043 5.8506
C -4.4114 0.0372 3.4869
Cl -5.6344 0.9178 4.3306
C -4.5447 -0.2179 2.1232
Cl -5.9336 0.3597 1.2740
Cl 3.4549 -4.9337 -0.2459
C 1.4347 -4.4734 -1.6644
C 0.8986 -3.5036 -0.8086
O 1.4449 -2.2795 -0.9154
O 0.0021 -3.7378 0.0451
H 0.9992 -5.4577 -1.6598
H 2.0980 -4.1743 -2.4556
C 1.5951 4.1596 -2.8864
C 1.5200 2.9159 -2.0425
C 2.5442 1.9804 -2.0500
C 2.4933 0.8294 -1.2691
C 3.6574 -0.1252 -1.2982
C 1.3575 0.6101 -0.4763
Te 1.2892 -1.1268 0.7239
C 0.3157 1.5469 -0.4386
C -0.9066 1.3654 0.4209
C 0.4209 2.6872 -1.2261
H 2.4782 4.1499 -3.5246
H 1.6395 5.0542 -2.2620
H 0.7154 4.2526 -3.5254
H 3.4141 2.1481 -2.6760
H 4.4406 0.2500 -1.9562
H 3.3612 -1.1172 -1.6358
H 4.0794 -0.2488 -0.2985
H -1.4177 0.4318 0.1872
H -1.6046 2.1889 0.2680
H -0.6621 1.3249 1.4844
H -0.3856 3.4130 -1.2054

## Properties
Total charge: -1
<S²>: 3.78
Relative energy (zero: lowest compared OMol25 entry of this formula, charge and spin), kcal/mol: 0.00
Spin multiplicity: 4

***

Below is a structure of composition C17H24N5O8SeZr, with properties calculated with wB97M-V/def2-TZVPD.

Element x y z (Å)
Zr 0.4145 1.2406 0.3870
O -1.2212 1.7089 4.2288
C -1.0417 1.3371 3.0950
O 0.0088 1.6519 2.3606
C -2.0199 0.4195 2.3754
N -1.2679 -0.4035 1.4134
C -2.1485 -0.9945 0.3828
C -1.4366 -1.2100 -0.9341
N -0.7402 0.0279 -1.3826
C 0.0908 -0.2814 -2.5598
C 1.2254 0.7096 -2.6481
N 2.0376 0.7459 -1.4149
C 2.8331 -0.4711 -1.1738
C 2.1249 -1.5476 -0.3535
N 1.4712 -1.0462 0.8724
C 0.5632 -2.0815 1.4188
C -0.5550 -1.4232 2.1975
C 2.4822 -0.7510 1.9141
C 3.2069 0.5662 1.6599
O 4.3939 0.6695 1.9114
O 2.4417 1.4684 1.1625
C 2.9175 1.9265 -1.5196
C 2.2207 3.2092 -1.0720
O 2.7571 4.2691 -1.2983
O 1.0940 3.0212 -0.4496
C -1.7834 1.0503 -1.7564
C -6.1243 1.3459 0.9116
O -5.5727 -1.5163 -0.1675
O -5.2633 1.2206 1.6279
H -2.7235 1.0420 1.8281
H -2.5715 -0.1865 3.0994
H -2.9895 -0.3226 0.2226
H -2.5786 -1.9441 0.7198
H -2.1903 -1.5020 -1.6731
H -0.6854 -1.9931 -0.8700
H -0.5167 -0.2554 -3.4689
H 0.4778 -1.2955 -2.4809
H 0.8169 1.7154 -2.7784
H 1.8606 0.4960 -3.5177
H 3.7412 -0.1742 -0.6516
H 3.1526 -0.9185 -2.1238
H 2.8629 -2.3191 -0.0954
H 1.3576 -2.0341 -0.9465
H 1.1247 -2.7542 2.0766
H 0.1695 -2.6978 0.6161
H -0.1377 -0.9366 3.0804
H -1.2595 -2.1837 2.5567
H 3.1962 -1.5757 2.0006
H 1.9623 -0.6348 2.8664
H 3.3110 2.0371 -2.5335
H 3.7528 1.8224 -0.8300
H -2.7348 0.5421 -1.9272
H -1.4687 1.5344 -2.6787
Se -1.9044 2.4023 -0.3522
C -4.9060 -1.4101 -1.1799
N -4.2281 -1.3159 -2.1477

## Properties
Total charge: -1
Relative energy (zero: lowest compared OMol25 entry of this formula, charge and spin), kcal/mol: 0.00